Entry 1:
This record from the OMol25 dataset describes an isolated molecule of C4H7NO. The level of theory is ωB97M-V/def2-TZVPD.

LUMO ... 0.889 eV
Frontier orbital gap ... 0.39746 Ha
SMILES ... C=CCNC=O
Charge ... 0

Element x y z (Å)
C: 1.39207 1.15058 -0.13826
C: 1.41211 -0.11060 0.06581
C: 0.21025 -1.00447 0.03916
N: -0.99304 -0.44518 -0.46062
C: -1.90177 0.16260 0.31636
O: -3.02058 0.48503 -0.08311
H: 0.41799 1.54686 -0.40633
H: 2.25716 1.86419 -0.07762
H: 2.39123 -0.57666 0.28038
H: 0.11495 -1.23338 1.11041
H: 0.42480 -1.89566 -0.49237
H: -1.13307 -0.37952 -1.44505
H: -1.57211 0.43624 1.29124

Forces on the atoms, in the same order (eV/Å):
C 0.0 3.7 -0.6
C 1.8 -2.6 0.1
C 0.9 0.6 1.3
N 0.1 0.1 0.3
C -2.3 0.8 -1.6
O 1.2 -0.2 0.5
H 0.1 0.6 0.0
H -1.0 -1.0 -0.1
H -0.7 -0.1 0.1
H -0.5 -0.5 -0.3
H 0.2 -1.0 -0.4
H -0.3 -0.2 -0.5
H 0.4 -0.2 1.3


Entry 2:
This record from the OMol25 dataset describes C4H7NO as an isolated structure. The level of theory is ωB97M-V/def2-TZVPD.

LUMO ... 0.923 eV
Frontier orbital gap ... 0.35730 Ha
Charge ... 0

Element x y z (Å)
O: 3.05676 -1.33201 -0.01793
C: 2.20828 -0.56507 -0.42520
N: 0.87989 -0.63224 -0.07321
C: -0.06193 0.23870 -0.63436
C: -1.14078 0.88631 0.70826
C: -1.47614 -0.13319 -0.34118
H: 2.40148 0.25977 -1.13025
H: 0.63597 -1.41124 0.53512
H: -0.08052 1.32903 0.05273
H: -0.87819 0.51972 1.69774
H: -1.68302 1.83100 0.67563
H: -2.22286 0.15422 -1.08025
H: -1.63893 -1.14499 0.03289

Forces on the atoms, in the same order (eV/Å):
O -0.5 0.4 -0.2
C 0.3 -0.3 0.2
N 0.2 -0.1 0.0
C 0.0 -0.2 -0.1
C -0.1 0.1 0.2
C -0.1 -0.1 -0.1
H 0.0 -0.1 0.1
H 0.0 0.1 -0.1
H 0.0 0.1 0.1
H 0.0 0.1 -0.2
H 0.1 -0.1 0.0
H 0.1 0.0 0.2
H 0.0 0.1 0.0


Entry 3:
This record from the OMol25 dataset describes an isolated molecule of C4H7NO. The level of theory is ωB97M-V/def2-TZVPD.

LUMO ... 0.956 eV
Frontier orbital gap ... 0.36617 Ha
SMILES ... CN1CC(=O)C1
Charge ... 0

Element x y z (Å)
C: 2.15981 -0.01858 0.35449
N: 0.93916 -0.02038 -0.45563
C: -0.11341 -1.07011 -0.22256
C: -1.16695 -0.01759 0.02379
O: -2.30900 0.01261 0.32477
C: -0.05572 1.11020 -0.20033
H: 2.56998 1.04235 0.36672
H: 2.97242 -0.67230 -0.00638
H: 1.83469 -0.34606 1.40044
H: -0.39378 -1.70375 -1.12034
H: 0.14337 -1.92065 0.62564
H: -0.24469 1.82188 -1.11560
H: 0.07354 1.79693 0.70851

Forces on the atoms, in the same order (eV/Å):
C -0.7 0.7 1.1
N -1.1 0.6 -0.2
C 1.1 -2.7 0.6
C 1.8 1.5 0.2
O -0.6 -0.2 0.0
C -0.6 0.5 -0.7
H -0.5 -1.4 0.1
H -0.6 0.1 -0.1
H 1.0 0.5 -0.8
H 0.6 0.8 0.7
H -0.7 2.4 -1.6
H 0.4 -1.5 1.6
H 0.1 -1.2 -1.0


Entry 4:
This record from the OMol25 dataset describes an isolated molecule of C4H7NO. The level of theory is ωB97M-V/def2-TZVPD.

LUMO ... 0.930 eV
Frontier orbital gap ... 0.39089 Ha
SMILES ... C[C@H]1CC(=O)N1
Charge ... 0

Element x y z (Å)
C: 1.05680 1.22275 0.39665
C: 0.53083 -0.13321 -0.04385
C: -0.65401 -0.76251 0.74069
C: -1.39738 -0.73559 -0.59598
O: -2.41662 -1.21945 -1.01740
N: -0.36062 -0.07138 -1.21571
H: 1.69354 1.65416 -0.38404
H: 0.23066 1.91948 0.57481
H: 1.65301 1.14413 1.31253
H: 1.35708 -0.83922 -0.19249
H: -0.53399 -1.80657 1.03395
H: -1.05587 -0.18663 1.57804
H: -0.10343 -0.18593 -2.18720

Forces on the atoms, in the same order (eV/Å):
C 0.0 0.0 0.0
C 0.2 0.0 0.1
C 0.0 -0.1 0.1
C -0.3 -0.2 -0.2
O 0.3 0.3 0.1
N -0.1 -0.2 -0.2
H -0.1 -0.1 0.1
H 0.1 -0.1 0.0
H -0.1 0.0 -0.1
H -0.1 0.1 0.1
H 0.2 0.1 0.1
H 0.0 0.0 -0.2
H -0.1 0.1 0.0


Entry 5:
This record from the OMol25 dataset describes an isolated molecule of C4H7NO. The level of theory is ωB97M-V/def2-TZVPD.

LUMO ... 0.977 eV
Frontier orbital gap ... 0.39582 Ha
SMILES ... C[C@H]1CN1C=O
Charge ... 0

Element x y z (Å)
C: -1.38165 -0.12596 0.59315
C: -0.32989 -0.77836 -0.28344
C: 0.37335 -0.00473 -1.35231
N: 1.06984 -0.39157 -0.15297
C: 1.55960 0.56944 0.71580
O: 2.03582 1.62614 0.36806
H: -0.96387 0.16325 1.56085
H: -2.19796 -0.82219 0.79188
H: -1.80167 0.77240 0.13172
H: -0.46033 -1.84365 -0.47035
H: 0.71146 -0.49815 -2.26219
H: 0.12826 1.05571 -1.44724
H: 1.53179 0.25228 1.77015

Forces on the atoms, in the same order (eV/Å):
C 0.0 0.1 0.1
C 0.0 -0.1 0.0
C 0.0 0.1 -0.3
N 0.2 0.2 0.0
C 0.0 0.2 -0.1
O -0.2 -0.4 0.2
H -0.1 -0.1 -0.1
H 0.0 0.1 -0.1
H 0.1 -0.1 0.0
H 0.0 0.2 0.1
H -0.2 0.1 0.2
H 0.1 -0.3 0.0
H 0.0 0.0 0.0


Entry 6:
This record from the OMol25 dataset describes an isolated molecule of C4H7NO. The level of theory is ωB97M-V/def2-TZVPD.

LUMO ... 0.779 eV
Frontier orbital gap ... 0.27827 Ha
Charge ... 0

Element x y z (Å)
O: 0.55935 -0.70304 2.42946
C: 0.08013 0.18382 1.58146
C: 1.17254 0.13542 -1.08932
N: -0.12790 0.16606 -0.79190
C: -0.45859 -0.61387 0.40505
C: -1.09369 0.89353 -1.32751
H: 0.89922 -0.21557 3.19474
H: 1.53877 0.74300 -1.90472
H: 1.77822 -0.63354 -0.63730
H: -1.54704 -0.70358 0.49314
H: -0.02849 -1.61764 0.29465
H: -0.85850 1.54329 -2.15804
H: -2.06585 0.89093 -0.86421

Forces on the atoms, in the same order (eV/Å):
O -0.1 0.3 0.1
C 0.0 -0.4 -0.1
C 0.0 -0.1 -0.1
N -0.1 0.1 -0.1
C 0.0 0.1 0.0
C 0.0 0.0 0.0
H 0.0 -0.1 0.0
H -0.1 -0.1 0.1
H -0.1 0.1 0.0
H 0.2 0.0 0.0
H 0.0 0.2 0.1
H 0.0 -0.1 0.1
H 0.1 0.0 0.0


Entry 7:
This record from the OMol25 dataset describes an isolated molecule of C4H7NO. The level of theory is ωB97M-V/def2-TZVPD.

LUMO ... 1.019 eV
Frontier orbital gap ... 0.40104 Ha
SMILES ... NC(=O)C1CC1
Charge ... 0

Element x y z (Å)
N: -0.20065 1.06946 -1.96410
C: -0.15399 0.07464 -1.04098
O: -0.34264 -1.07597 -1.41193
C: 0.13314 0.38406 0.38989
C: 0.87115 -0.72511 1.10321
C: -0.58253 -0.53317 1.35491
H: -0.16547 2.06270 -1.80507
H: -0.45569 0.69402 -2.86250
H: 0.32196 1.41187 0.69197
H: 1.15982 -1.55985 0.47168
H: 1.58004 -0.44493 1.87513
H: -0.90070 -0.11705 2.30499
H: -1.26444 -1.24069 0.89279

Forces on the atoms, in the same order (eV/Å):
N 0.0 -0.1 -0.1
C 0.0 -0.2 0.0
O 0.0 0.1 0.2
C 0.0 0.1 -0.1
C 0.2 -0.1 0.1
C -0.2 -0.1 0.1
H 0.0 -0.3 0.2
H 0.0 0.4 -0.2
H -0.1 -0.2 -0.2
H -0.1 0.1 0.1
H -0.1 0.0 -0.1
H 0.1 0.0 -0.1
H 0.1 0.1 0.1


Entry 8:
This record from the OMol25 dataset describes an isolated molecule of C4H7NO. The level of theory is ωB97M-V/def2-TZVPD.

LUMO ... 0.620 eV
Frontier orbital gap ... 0.35447 Ha
SMILES ... C/C=C\C(N)=O
Charge ... 0

Element x y z (Å)
C: -1.26913 -0.54889 0.09291
C: -0.69241 1.04207 -0.73430
C: 0.58948 0.97961 -0.82208
C: 0.83321 -0.43677 -0.14274
N: 1.19961 -0.29431 1.22077
O: 1.29758 -1.32117 -0.86168
H: -0.96241 -1.43287 0.65835
H: -1.94654 -0.06194 0.80034
H: -1.79365 -0.94960 -0.77586
H: -1.59700 1.47786 -1.11899
H: 1.35465 1.49147 -1.38432
H: 2.19493 -0.43443 1.35291
H: 0.79166 0.48897 1.71469

Forces on the atoms, in the same order (eV/Å):
C -2.5 2.5 -1.0
C -2.0 -3.5 1.7
C 0.8 -2.4 0.3
C 5.2 2.6 -2.0
N -0.6 -0.8 0.2
O -1.4 0.4 1.3
H 1.3 0.5 -0.3
H -0.5 -0.2 -0.2
H -0.3 0.1 0.2
H 0.1 0.6 0.0
H 0.0 0.3 0.1
H -0.4 -0.1 0.0
H 0.3 0.0 -0.3


Entry 9:
This record from the OMol25 dataset describes an isolated molecule of C4H7NO. The level of theory is ωB97M-V/def2-TZVPD.

LUMO ... -0.679 eV
Frontier orbital gap ... 0.32042 Ha
Charge ... 0

Element x y z (Å)
C: -1.63763 0.37827 0.00746
N: -0.22484 0.07647 -0.01620
C: 0.30495 -1.25998 0.10326
C: 2.09976 0.58478 0.25134
C: 0.74491 1.01716 -0.02786
O: 0.65155 2.23563 -0.17284
H: -2.09047 0.01324 0.93825
H: -1.74887 1.46436 -0.04096
H: -2.16622 -0.07200 -0.84085
H: 0.39937 -1.77057 -0.86247
H: -0.28210 -1.86856 0.79482
H: 1.31595 -1.17122 0.55642
H: 2.63366 0.37243 -0.69034

Forces on the atoms, in the same order (eV/Å):
C -0.1 0.0 0.0
N 0.2 0.2 0.0
C 0.0 -0.1 0.0
C 0.0 0.2 -0.1
C -0.1 0.0 0.0
O 0.1 -0.3 0.0
H 0.1 0.1 -0.1
H 0.0 -0.2 0.0
H 0.1 0.1 0.1
H -0.1 0.0 0.2
H 0.0 0.0 -0.1
H -0.1 -0.1 0.0
H -0.1 0.2 0.0


Entry 10:
This record from the OMol25 dataset describes an isolated molecule of C4H7NO. The level of theory is ωB97M-V/def2-TZVPD.

LUMO ... 0.721 eV
Frontier orbital gap ... 0.44471 Ha
SMILES ... CC(C)(O)C#N
Charge ... 0

Element x y z (Å)
C: -0.86407 -1.04056 -0.02869
C: -0.02093 0.21729 0.19415
C: 1.37477 0.10247 -0.44087
O: 0.16884 0.43978 1.57907
C: -0.70751 1.39430 -0.41448
N: -1.21556 2.30491 -0.91433
H: -0.36284 -1.87840 0.46751
H: -1.86419 -0.92400 0.40488
H: -0.97703 -1.26615 -1.09300
H: 2.09147 0.61125 0.20701
H: 1.40345 0.57662 -1.42480
H: 1.66965 -0.94520 -0.54839
H: -0.69604 0.40768 2.01193

Forces on the atoms, in the same order (eV/Å):
C -0.1 -0.1 0.0
C 0.0 -0.1 -0.3
C 0.1 0.0 0.0
O -0.2 0.0 0.2
C -0.4 0.8 -0.4
N 0.4 -0.8 0.5
H -0.1 0.1 -0.1
H 0.1 0.0 -0.1
H 0.0 0.1 0.1
H -0.1 0.0 -0.1
H 0.0 -0.1 0.1
H 0.0 0.1 0.1
H 0.2 0.0 0.0


Entry 11:
This record from the OMol25 dataset describes an isolated molecule of C4H7NO. The level of theory is ωB97M-V/def2-TZVPD.

LUMO ... 0.898 eV
Frontier orbital gap ... 0.42507 Ha
SMILES ... CO[C@@H](C)C#N
Charge ... 0

Element x y z (Å)
C: 1.96945 0.33912 0.05724
O: 0.92253 -0.57089 0.40886
C: -0.25040 -0.28199 -0.33028
C: -1.71156 -0.77608 0.15293
C: -0.62116 1.13118 -0.03722
N: -0.89640 2.13886 0.46703
H: 1.58684 1.36060 -0.06688
H: 2.49667 0.10717 -0.88606
H: 2.63193 0.28077 0.91641
H: 0.02738 -0.82521 -1.28400
H: -1.62963 -1.82447 -0.03276
H: -2.08203 -0.62965 1.18530
H: -2.51042 -0.31257 -0.47144

Forces on the atoms, in the same order (eV/Å):
C 0.1 0.0 0.2
O -0.6 0.1 0.5
C -1.3 0.1 0.8
C 0.6 -1.1 -0.2
C 0.9 1.5 -0.6
N 0.2 -1.0 -0.8
H 0.1 -0.2 0.3
H -0.3 -0.4 0.3
H 0.3 0.2 -0.3
H -1.3 1.9 0.0
H -0.8 -1.0 0.0
H 1.1 0.2 -0.3
H 1.0 -0.4 0.0


Entry 12:
This record from the OMol25 dataset describes a 2-piece molecular cluster, C4H7NO overall. The level of theory is ωB97M-V/def2-TZVPD.

LUMO (alpha / beta) ... 0.370 / -0.351 eV
Frontier orbital gap (alpha / beta) ... 0.31361 / 0.26968 Ha
Charge ... 0

Element x y z (Å)
C: -1.22212 -0.24264 1.50703
C: 0.18111 -0.36935 0.96819
C: 0.44479 0.15347 -1.54918
O: 0.10449 -0.14424 -2.79369
C: 0.97710 0.76668 0.86698
N: 1.60292 1.67845 0.47349
H: -1.26122 -0.25114 2.60666
H: -1.69903 0.68640 1.17151
H: -1.81703 -1.08523 1.14611
H: 0.73119 -1.27104 1.23118
H: 1.39682 -0.20924 -1.19509
H: -0.25785 0.85858 -1.14695
H: 0.81885 -0.57070 -3.28625

Forces on the atoms, in the same order (eV/Å):
C -0.1 0.0 -0.2
C 0.0 -0.1 0.2
C -0.2 -0.2 0.1
O -0.1 -0.3 -0.5
C 0.6 0.9 -0.5
N -0.5 -0.8 0.5
H 0.1 0.0 -0.2
H 0.1 -0.2 0.0
H -0.1 0.1 0.1
H -0.1 0.0 -0.2
H -0.1 0.6 0.1
H 0.5 0.2 0.4
H -0.1 -0.1 0.2


Values of relative energy (zero: lowest compared OMol25 entry of this formula, charge and spin), in order: 1.5006; 3.8202; 2.7657; 0.7516; 1.8139; 5.6077; 0.7574; 4.9037; 4.4471; 1.0303; 2.9829; 4.4948, all in eV.